15
Properties=species:S:1:pos:R:3:forces:R:3 method="wB97M-V/def2-TZVPD" multiplicity=3 gap_ev="4.881 / 6.318" largest_force_ha_per_bohr=0.131 relative_energy_kj_mol=346.97 total_charge=+1
C -0.563857 -2.158844 -0.005350 -1.43 0.25 -0.26
C 0.294738 1.478105 -0.415064 -1.11 -4.05 2.81
C -0.635028 0.230896 -0.527714 5.56 -1.28 -3.59
N 1.293323 1.091472 0.673279 2.85 -0.01 -1.12
O 0.065763 -0.826993 0.070751 -1.09 -1.04 -0.39
Cl -2.179705 0.597481 0.345978 -5.62 1.14 3.11
H -1.749717 -2.029543 0.212355 2.87 -0.57 -0.50
H -0.069060 -2.728977 0.865906 -0.90 0.57 -1.84
H -0.410303 -2.573684 -1.114829 -0.22 0.62 2.65
H 0.649445 1.685353 -1.323301 2.05 1.27 -3.12
H -0.226610 2.231650 0.063724 -1.29 2.18 0.56
H -1.035859 0.009477 -1.591235 0.72 0.27 1.06
H 1.885721 0.184477 0.380783 -2.00 2.29 1.08
H 0.681594 0.926832 1.494161 1.03 -0.30 -0.20
H 1.999549 1.882302 0.870560 -1.44 -1.36 -0.23

***

23
Properties=species:S:1:pos:R:3:forces:R:3 method="wB97M-V/def2-TZVPD" smiles=c1ccc([C@@H]2O[C@@H]3CN[C@@H]32)[nH+]c1 multiplicity=1 gap_ev=9.591 largest_force_ha_per_bohr=0.053 relative_energy_kj_mol=124.89 total_charge=+1
C -3.182818 -0.585351 -0.257200 0.16 0.11 0.00
C -3.088355 0.802046 -0.194223 0.15 -0.17 0.04
C -1.864403 1.395210 0.078439 0.16 -0.31 0.03
C -0.750069 0.586454 0.260289 -0.39 0.56 -0.12
C 0.603787 1.151590 0.548042 2.11 -1.48 0.82
O 1.343762 1.496868 -0.629692 -0.27 0.23 -0.40
C 2.462667 0.665291 -0.339625 0.10 -0.14 0.09
C 2.340980 -0.760516 -0.911754 0.12 0.20 -0.45
N 1.670894 -1.213884 0.337095 0.10 -0.68 0.31
C 1.858676 0.099076 0.954095 -1.81 1.79 -0.31
N -0.869419 -0.740524 0.141366 0.04 0.07 0.04
C -2.036665 -1.337399 -0.094568 -0.45 -0.06 -0.09
H -4.129406 -1.067711 -0.441373 -0.01 -0.08 -0.03
H -3.964632 1.411689 -0.351824 -0.08 0.05 0.01
H -1.757831 2.467069 0.139784 0.01 0.07 0.06
H 0.545170 1.996791 1.239280 -0.11 -0.08 -0.09
H 3.407175 1.192026 -0.428011 0.03 -0.01 0.00
H 1.698987 -0.843362 -1.788530 0.07 0.03 -0.05
H 3.298320 -1.238801 -1.108762 -0.02 -0.08 0.08
H 2.130394 -1.981343 0.814870 0.02 0.11 -0.01
H 2.241420 0.176114 1.962570 0.09 -0.10 0.06
H 0.079489 -1.255545 0.222041 -0.11 0.00 0.01
H -2.038124 -2.415792 -0.152303 0.07 -0.03 -0.01

***

8
Properties=species:S:1:pos:R:3:forces:R:3 method="wB97M-V/def2-TZVPD" multiplicity=1 gap_ev="7.629 / 7.622" largest_force_ha_per_bohr=0.232 relative_energy_kj_mol=208.14
C -0.280783 -0.386899 -0.423203 11.71 -0.71 -2.11
C 0.929706 0.444959 0.228108 -0.05 3.52 1.64
O -1.335573 -0.580934 -0.206020 -7.87 -0.44 1.75
F 0.480183 -1.294296 -1.214360 -1.01 1.03 0.37
F 2.005300 0.762044 -0.503278 -1.10 -1.15 -0.54
F 1.357475 -0.133286 1.336826 -0.10 -1.50 -0.22
F 0.500394 1.667084 0.704750 -0.76 -0.79 -0.99
S -3.656700 -0.478672 0.077177 -0.81 0.05 0.10

***

68
Properties=species:S:1:pos:R:3:forces:R:3 method="wB97M-V/def2-TZVPD" multiplicity=1 gap_ev=7.943 largest_force_ha_per_bohr=0.058 total_charge=-1
C -1.991192 0.349171 3.566269 -0.30 -0.69 -0.30
C -2.372647 -0.500480 2.588898 -0.19 0.30 -0.01
C -2.178337 -0.193138 1.119088 2.48 -1.63 0.40
C -3.373589 0.553822 0.534723 -0.56 0.75 0.28
C -3.959376 1.657268 1.443483 -0.49 -0.65 -0.34
C -5.112309 2.279912 0.721147 0.06 1.70 -0.71
N -6.339954 1.514075 0.702443 0.15 -0.17 0.20
O -5.060497 3.385181 0.195123 -0.13 -1.11 0.71
O -0.947092 0.483196 1.050867 0.20 0.48 -0.18
B -0.291114 0.289028 -0.268544 -1.15 -0.22 0.43
C -0.469035 1.686360 -1.112201 1.19 0.14 -0.60
C 0.312257 2.852967 -0.569669 -0.26 -0.15 0.61
O 0.451673 3.117163 0.607319 0.14 0.07 -0.61
O 1.044878 -0.294260 -0.185308 -0.13 0.95 0.09
C 1.908262 -0.080741 -1.267153 0.09 -0.62 0.39
C 1.544200 -0.777777 -2.578610 1.19 0.14 -0.82
C 2.339229 -0.050272 -3.690658 -1.03 0.15 0.21
C 1.921441 -2.268415 -2.628194 -0.26 -0.25 -0.01
C 3.425045 -2.558529 -2.475081 -0.18 -0.08 0.77
C 1.103005 -3.131616 -1.666335 0.14 -0.10 -0.97
O -1.200326 -0.803052 -0.842687 0.19 -0.74 -0.92
C -1.820969 -1.438159 0.180365 -1.72 1.08 1.22
S -0.749052 -2.547388 1.237312 0.79 -0.17 0.18
P -3.183227 -2.574338 -0.415433 0.84 -0.97 -0.77
C -4.362721 -2.714936 0.983567 0.03 0.57 0.01
O -3.955959 -1.700064 -1.611601 -0.34 0.19 0.81
H -2.702802 0.554286 4.361357 0.69 -0.94 0.94
H -1.016235 0.812805 3.568547 -0.44 1.19 -0.71
H -2.862723 -1.434137 2.855632 -1.32 0.62 -0.06
H -4.195523 -0.130840 0.340334 0.04 -0.19 -0.06
H -3.137252 1.014379 -0.419862 0.38 -0.24 -0.13
H -3.226619 2.402795 1.727425 0.13 0.06 0.00
H -4.392898 1.151713 2.302280 0.19 0.19 0.32
H -6.457788 1.095150 -0.213901 0.13 -0.21 -0.01
H -7.107883 2.165993 0.801749 -0.01 0.21 -0.16
H -0.134169 1.580233 -2.152421 -0.19 0.00 -0.11
H -1.499520 2.039280 -1.162430 -0.20 -0.22 0.14
H 0.757319 3.535483 -1.333072 0.08 -0.03 0.07
H 2.122211 0.979119 -1.460124 -0.33 0.19 0.05
H 2.877271 -0.495349 -0.965830 0.13 0.05 0.03
H 0.498430 -0.680133 -2.862780 -0.25 -0.02 0.46
H 2.252879 -0.600976 -4.626124 0.34 -0.10 -0.10
H 1.848692 0.909915 -3.858628 0.20 0.22 -0.03
H 3.371497 0.132890 -3.408975 0.18 -0.06 -0.14
H 1.635782 -2.614019 -3.626534 -0.04 0.15 -0.17
H 3.797892 -3.268433 -3.208518 0.04 0.07 -0.22
H 3.587119 -3.023957 -1.500624 0.08 -0.04 0.07
H 4.041714 -1.664828 -2.460767 0.12 0.07 -0.31
H 1.228110 -4.168901 -1.988359 0.12 -0.19 0.32
H 0.049977 -2.903821 -1.806243 -0.15 0.12 0.41
H 1.409493 -3.008564 -0.635770 -0.16 0.06 0.17
H -1.542675 -3.610044 1.465233 -0.24 0.16 -0.34
H -3.811165 -3.159177 1.809240 0.11 -0.13 0.02
H -5.152162 -3.408572 0.709308 -0.09 -0.01 -0.14
H -4.786386 -1.784257 1.356344 -0.15 0.03 -0.05
H -3.723308 -2.165804 -2.413457 0.00 0.04 -0.32
C 3.645654 1.828301 1.508399 -0.10 -0.02 -0.05
C 4.251936 3.073927 1.595155 0.02 0.04 0.00
C 5.569796 3.181698 2.020421 -0.01 -0.01 -0.01
C 6.286578 2.040875 2.355142 0.02 0.00 0.01
C 5.681916 0.794003 2.267596 0.00 0.00 -0.01
C 4.362548 0.688874 1.847294 0.03 -0.05 -0.01
H 2.616830 1.742889 1.179708 -0.02 -0.01 0.04
H 3.691497 3.962071 1.331697 -0.04 -0.02 0.01
H 6.038197 4.155890 2.092357 0.01 0.00 -0.01
H 7.315536 2.123599 2.684032 0.00 0.00 0.00
H 6.240156 -0.097464 2.526404 0.00 0.00 0.01
H 3.887483 -0.281867 1.779635 -0.04 0.01 -0.01

***

79
Properties=species:S:1:pos:R:3:forces:R:3 method="wB97M-V/def2-TZVPD" multiplicity=5 gap_ev="4.422 / 4.277" largest_force_ha_per_bohr=0.051 total_charge=+2
V 5.154193 -0.415823 0.026805 -1.55 -1.26 -0.55
N 3.014800 3.596043 0.376933 0.93 0.77 0.17
H 2.185205 3.019969 0.378001 -1.10 -0.91 -0.47
H 3.194323 4.049822 -0.507357 -0.34 0.10 -0.61
H 3.819677 3.017794 0.571611 0.22 -0.23 0.33
H 2.939970 4.329208 1.067567 -0.02 0.32 0.55
Ag 3.699066 0.165705 -3.884835 -0.77 0.04 0.48
C 0.447645 -1.157748 -0.590216 -0.55 0.45 1.40
F 1.055509 -2.321429 -0.356507 0.66 0.54 0.35
F -0.268630 -1.344062 -1.656535 -0.59 0.58 -0.56
F -0.333091 -0.848539 0.486321 1.32 -0.20 -1.59
S 1.702306 0.320803 -0.922656 -0.80 1.66 1.76
O 1.698811 0.540439 -2.363431 0.83 -0.62 -0.43
O 1.241890 1.523225 -0.174840 0.51 -1.99 -0.98
O 2.982664 -0.157037 -0.373224 0.56 0.01 -0.09
Br -0.298229 0.701837 4.531688 0.17 0.01 -0.22
C 0.142428 1.674057 2.925216 0.67 1.55 0.11
C 0.472163 3.152510 3.270417 -1.34 -0.19 0.14
Br -1.196996 4.193906 3.508542 0.69 -0.21 0.16
H -0.696183 1.565371 2.237466 0.14 0.10 0.03
H 1.071552 1.355026 2.452928 -0.16 -0.91 0.18
H 0.993287 3.683402 2.473750 -0.06 -0.20 -0.21
H 1.053959 3.247922 4.187210 -0.17 -0.09 -0.05
Br -1.605290 -4.807675 1.392336 -0.19 0.18 -1.57
C -2.048379 -4.479987 -0.546659 -1.13 1.13 -0.50
C -3.539156 -4.121895 -0.703334 -0.32 -0.64 0.52
Br -4.029187 -3.684452 -2.565883 0.50 -0.15 0.61
H -1.821635 -5.292274 -1.237225 0.25 -0.36 0.71
H -1.538490 -3.592459 -0.921370 0.58 -0.15 0.52
H -3.872473 -3.275436 -0.102920 0.34 0.01 -0.08
H -4.163227 -4.968316 -0.416649 0.01 0.05 -0.19
C -3.558308 -0.227365 -0.046475 0.39 0.11 1.52
C -3.996631 1.050870 -0.390384 0.62 0.53 1.07
C -3.941958 2.077536 0.590371 -0.12 -1.34 -0.25
C -3.595382 1.771688 1.910148 -0.48 0.71 -0.41
C -3.253629 0.485692 2.294135 0.55 -0.26 -1.12
C -3.167496 -0.491417 1.301542 -0.53 0.50 -0.54
H -3.466995 -1.019415 -0.774986 -0.21 -0.03 -0.20
H -4.319363 1.294032 -1.391936 -0.02 -0.10 -0.08
H -4.188740 3.092764 0.316835 -0.19 0.01 0.07
H -3.638443 2.575621 2.630031 0.11 -0.01 0.17
H -2.897102 0.248092 3.285515 -0.32 0.09 0.17
H -2.803972 -1.451467 1.637020 -0.04 -0.35 -0.38
C 2.050863 -2.025262 4.284077 -0.03 -1.09 -1.38
C 1.379076 -2.843182 3.092593 -1.04 0.90 2.23
O 2.389027 -3.518578 2.407772 0.97 0.24 -0.84
H 2.463529 -1.103448 3.874104 0.03 0.11 0.03
H 2.886283 -2.637660 4.623395 -0.01 0.04 0.17
H 1.429460 -1.767934 5.141840 -0.24 -0.24 -0.36
H 0.738367 -2.174730 2.517477 0.47 0.38 -0.68
H 0.623351 -3.549787 3.435673 0.23 -0.29 0.59
H 2.025270 -4.125589 1.759079 -0.34 -0.10 0.15
C -0.994902 3.587664 -0.275717 -0.33 0.25 0.06
C -1.882621 4.604412 -1.015777 -0.14 -0.78 1.12
O -1.635209 4.643272 -2.387917 0.54 -0.01 -0.70
H -0.952620 2.569986 -0.663839 -0.36 0.19 -0.36
H -1.304966 3.506044 0.766056 -0.02 0.13 0.03
H 0.023857 3.975172 -0.284255 0.39 0.10 0.02
H -1.689266 5.585032 -0.580920 -0.25 0.14 0.14
H -2.937422 4.351612 -0.908184 0.10 0.13 0.10
H -0.679398 4.678733 -2.470223 0.17 0.21 -0.38
C -1.993810 0.507770 -4.657475 -0.10 -0.84 0.49
C -1.869715 1.618390 -3.645505 0.34 -0.80 -1.14
O -1.835939 2.778445 -4.425696 -0.02 0.61 0.27
H -1.118640 0.578078 -5.303413 -0.24 0.03 -0.33
H -2.928438 0.541979 -5.217290 0.18 0.20 -0.12
H -1.944410 -0.469059 -4.176352 -0.07 -0.16 0.11
H -0.887026 1.479855 -3.194690 0.15 -0.02 0.74
H -2.654842 1.636912 -2.889647 -0.05 -0.05 0.05
H -1.775136 3.462233 -3.754623 -0.27 0.83 -0.20
C 5.349999 -4.667714 -0.715147 0.50 1.79 -1.54
C 4.922976 -3.436506 -1.619488 0.57 -1.83 0.13
O 4.180682 -2.505941 -0.819873 1.04 1.02 -0.57
H 6.072363 -4.292603 0.009827 -0.41 -0.02 0.46
H 5.955092 -5.353716 -1.307906 -0.50 -0.34 -0.10
H 4.458938 -5.112344 -0.271964 0.31 -0.16 0.03
H 4.415436 -3.729655 -2.538488 -1.14 -0.46 0.44
H 5.731345 -2.949313 -2.164719 0.70 0.51 1.08
H 3.357980 -2.919106 -0.547745 -0.20 0.09 0.33

***

12
Properties=species:S:1:pos:R:3:forces:R:3 method="wB97M-V/def2-TZVPD" smiles=Oc1ccncc1 multiplicity=1 gap_ev=10.012 largest_force_ha_per_bohr=0.111 relative_energy_kj_mol=188.63
O 1.299247 -1.896345 0.207360 0.30 -2.44 0.44
C 0.462072 -0.788567 -0.093588 1.26 -4.76 2.86
C -0.891559 -0.795336 -0.147171 -3.02 0.90 0.49
C -1.534691 0.434722 -0.118654 -1.67 -0.36 0.10
N -0.963704 1.629904 -0.128518 -1.55 -0.36 -0.26
C 0.325220 1.540368 -0.039469 1.72 1.73 -0.71
C 1.065658 0.381429 0.097738 3.14 3.52 0.16
H 1.144007 -2.891062 0.612159 -0.85 4.31 -1.79
H -1.700125 -1.459903 0.159942 1.26 -1.37 -0.65
H -2.641133 0.341701 0.018865 0.93 0.66 -0.35
H 0.857438 2.498099 -0.167743 -0.08 -0.45 0.60
H 2.131584 0.636899 0.424388 -1.43 -1.38 -0.88

***

no.,E (eV)
1,-19301.960
2,-14531.009
3,-25822.524
4,-57976.122
5,-365030.822
6,-8801.464